40
Properties=species:S:1:pos:R:3:mulliken_charge:R:1 method="wB97M-V/def2-TZVPD" total_energy_ha=-2222.39539 de_lowest_kcal_mol=12.9 total_charge=+2 largest_force_ev_per_a=3.69 e_homo_ev="-14.5 / -14.4"
I -0.56 -2.36 -1.27 0.119
I -0.59 2.59 -1.62 0.154
Tl 0.86 0.07 -1.03 0.947
P 0.18 0.03 -3.92 0.495
C -1.45 0.00 -4.70 -1.162
C 1.06 1.46 -4.61 -1.067
H 2.03 -1.52 -4.06 0.343
H 1.29 -1.30 -5.66 0.432
H 0.48 -2.32 -4.44 0.385
C 1.07 -1.41 -4.60 -1.048
H 2.02 1.57 -4.08 0.357
H 1.26 1.36 -5.68 0.439
H -1.41 0.00 -5.79 0.437
H -2.01 0.88 -4.39 0.355
H 0.46 2.36 -4.42 0.378
H -2.00 -0.90 -4.38 0.372
C -2.47 0.05 -1.69 0.117
O -3.42 0.03 -1.04 -0.137
Cl 3.36 0.07 -1.34 -0.308
C 2.27 0.99 2.51 -1.076
N 1.16 0.14 2.90 0.260
C 1.32 -0.88 3.94 -0.496
C 0.08 -0.96 4.79 -0.667
C -1.19 -1.05 3.96 -0.490
N -1.18 0.02 2.97 0.217
C -2.43 0.68 2.57 -1.065
C -0.06 0.46 2.34 0.501
O -0.14 1.12 1.24 -0.693
H 2.00 1.56 1.60 0.358
H 3.16 0.40 2.29 0.339
H 2.49 1.72 3.31 0.326
H 1.48 -1.86 3.44 0.227
H 2.19 -0.63 4.57 0.394
H 0.02 -0.08 5.48 0.303
H 0.14 -1.85 5.41 0.366
H -2.08 -0.96 4.61 0.394
H -1.18 -2.03 3.42 0.223
H -3.21 -0.05 2.32 0.370
H -2.77 1.34 3.39 0.330
H -2.23 1.29 1.67 0.272